1.
{
  "formula": "C27H61BrN16O28",
  "method": "ωB97M-V/def2-TZVPD",
  "relative_energy_kj_mol": 0.0,
  "homo_lumo_gap_ev": 6.1565,
  "charge": 0,
  "spin_multiplicity": 1,
  "largest_force_ha_per_bohr": 0.1555,
  "homo_energy_ev": -7.2,
  "total_energy_ha": -6620.61459,
  "elements": ["C", "C", "C", "C", "C", "N", "C", "C", "O", "C", "C", "C", "Br", "C", "N", "C", "C", "O", "C", "N", "H", "H", "H", "H", "H", "H", "H", "H", "H", "H", "H", "H", "H", "H", "H", "H", "H", "H", "H", "H", "H", "H", "C", "N", "O", "O", "H", "H", "H", "C", "N", "O", "O", "H", "H", "H", "C", "N", "O", "O", "H", "H", "H", "C", "N", "O", "O", "H", "H", "H", "C", "N", "O", "O", "H", "H", "H", "C", "N", "O", "O", "H", "H", "H", "C", "N", "O", "O", "H", "H", "H", "C", "N", "O", "O", "H", "H", "H", "C", "N", "O", "O", "H", "H", "H", "C", "N", "O", "O", "H", "H", "H", "C", "N", "O", "O", "H", "H", "H", "C", "N", "O", "O", "H", "H", "H", "C", "N", "O", "O", "H", "H", "H"],
  "coordinates": [[0.763, -4.610, -4.907], [-0.358, -3.752, -4.872], [-0.538, -2.762, -3.698], [-1.289, -1.442, -4.079], [-1.051, -1.252, -5.564], [-1.178, -0.971, -6.634], [-0.612, -0.304, -3.234], [0.260, 0.663, -4.069], [1.470, 0.066, -4.522], [2.578, 0.702, -3.874], [3.921, 0.063, -4.287], [-2.830, -1.522, -3.777], [-3.617, -3.101, -4.614], [-2.940, -1.703, -2.278], [-2.913, -1.788, -1.171], [-3.496, -0.168, -4.158], [-5.021, -0.189, -4.439], [-5.346, -0.658, -5.749], [-5.887, -0.871, -3.353], [-7.205, -0.175, -3.394], [1.649, -4.424, -5.528], [0.660, -5.509, -4.276], [-1.091, -3.879, -5.682], [-1.021, -3.308, -2.859], [0.476, -2.515, -3.369], [-1.337, 0.328, -2.697], [0.056, -0.711, -2.457], [0.538, 1.480, -3.374], [-0.309, 1.167, -4.873], [2.503, 0.624, -2.773], [2.575, 1.757, -4.205], [4.605, 0.113, -3.424], [3.793, -0.999, -4.539], [4.416, 0.597, -5.111], [-3.356, 0.504, -3.293], [-3.014, 0.338, -5.008], [-5.344, 0.869, -4.429], [-5.640, 0.087, -6.282], [-6.088, -1.924, -3.608], [-5.489, -0.718, -2.341], [-7.724, -0.493, -4.205], [-7.732, -0.348, -2.546], [-2.168, 0.638, 1.222], [-1.441, 1.929, 1.362], [-1.704, 2.810, 0.568], [-0.629, 2.010, 2.267], [-2.850, 0.710, 0.381], [-1.426, -0.138, 1.051], [-2.713, 0.467, 2.148], [-3.629, -2.658, -8.795], [-4.203, -3.960, -9.231], [-5.398, -4.123, -9.098], [-3.427, -4.776, -9.695], [-4.429, -2.037, -8.406], [-2.892, -2.865, -8.023], [-3.167, -2.194, -9.663], [-2.341, 3.851, 5.040], [-3.423, 2.996, 4.486], [-4.570, 3.349, 4.674], [-3.070, 1.999, 3.882], [-2.786, 4.690, 5.548], [-1.768, 3.245, 5.728], [-1.728, 4.183, 4.206], [0.974, 6.099, 7.114], [-0.110, 5.236, 6.579], [-1.265, 5.582, 6.769], [0.234, 4.238, 5.980], [0.531, 6.949, 7.623], [1.558, 5.498, 7.806], [1.577, 6.424, 6.271], [0.828, -8.004, -1.411], [0.756, -6.744, -2.191], [-0.329, -6.452, -2.675], [1.774, -6.090, -2.274], [-0.151, -8.469, -1.412], [1.563, -8.657, -1.876], [1.125, -7.732, -0.406], [2.159, 3.644, 2.903], [3.117, 3.994, 3.993], [4.115, 3.312, 4.104], [2.836, 4.945, 4.702], [2.546, 2.787, 2.362], [1.203, 3.411, 3.362], [2.082, 4.511, 2.252], [-3.088, 1.133, 7.446], [-2.234, 1.569, 8.586], [-2.612, 2.521, 9.240], [-1.214, 0.937, 8.779], [-3.957, 1.782, 7.392], [-2.491, 1.212, 6.541], [-3.387, 0.105, 7.631], [-0.590, -5.057, -11.441], [0.133, -3.764, -11.304], [-0.140, -2.880, -12.093], [0.948, -3.684, -10.408], [-1.281, -4.983, -12.274], [0.152, -5.830, -11.620], [-1.125, -5.233, -10.511], [-0.680, -4.375, 0.693], [-1.364, -5.690, 0.568], [-2.574, -5.707, 0.640], [-0.649, -6.661, 0.392], [-1.426, -3.602, 0.839], [-0.012, -4.431, 1.549], [-0.125, -4.209, -0.228], [-3.961, -1.726, 1.501], [-3.043, -1.183, 2.542], [-2.132, -1.898, 2.917], [-3.270, -0.059, 2.943], [-3.640, -2.729, 1.241], [-4.962, -1.737, 1.923], [-3.905, -1.067, 0.638], [5.248, 3.146, 6.904], [6.090, 3.616, 8.038], [5.698, 4.579, 8.674], [7.117, 3.004, 8.255], [4.373, 3.782, 6.830], [5.847, 3.213, 6.008], [4.963, 2.118, 7.111], [8.261, 6.856, 8.991], [8.063, 8.223, 8.433], [6.954, 8.510, 8.028], [9.032, 8.957, 8.422], [7.321, 6.316, 8.938], [9.024, 6.366, 8.392], [8.584, 6.968, 10.023], [7.868, 0.978, 3.094], [6.488, 1.262, 3.575], [5.580, 1.125, 2.784], [6.377, 1.610, 4.737], [7.818, 0.680, 2.052], [8.449, 1.889, 3.209], [8.270, 0.177, 3.708]]
}

2.
{
  "formula": "C27H61N7O29",
  "method": "ωB97M-V/def2-TZVPD",
  "homo_lumo_gap_ev": 10.4929,
  "charge": 0,
  "spin_multiplicity": 1,
  "smiles": "C[N+](=O)[O-].C[N+](=O)[O-].C[N+](=O)[O-].C[N+](=O)[O-].C[N+](=O)[O-].C[N+](=O)[O-].C[N+](=O)[O-].CCOC(=O)OC.CCOC(=O)OC.CCOC(=O)OC.CCOC(=O)OC.CCOC(=O)OC",
  "largest_force_ha_per_bohr": 0.0655,
  "homo_energy_ev": -10.3,
  "total_energy_ha": -3630.01266,
  "elements": ["C", "N", "O", "O", "H", "H", "H", "C", "N", "O", "O", "H", "H", "H", "C", "N", "O", "O", "H", "H", "H", "C", "N", "O", "O", "H", "H", "H", "C", "N", "O", "O", "H", "H", "H", "C", "N", "O", "O", "H", "H", "H", "C", "N", "O", "O", "H", "H", "H", "C", "C", "O", "C", "O", "O", "C", "H", "H", "H", "H", "H", "H", "H", "H", "C", "C", "O", "C", "O", "O", "C", "H", "H", "H", "H", "H", "H", "H", "H", "C", "C", "O", "C", "O", "O", "C", "H", "H", "H", "H", "H", "H", "H", "H", "C", "C", "O", "C", "O", "O", "C", "H", "H", "H", "H", "H", "H", "H", "H", "C", "C", "O", "C", "O", "O", "C", "H", "H", "H", "H", "H", "H", "H", "H"],
  "coordinates": [[-2.312, -0.640, -3.575], [-1.181, -0.627, -4.447], [-0.917, 0.423, -5.007], [-0.630, -1.721, -4.703], [-2.871, -1.590, -3.656], [-2.904, 0.185, -3.844], [-1.981, -0.419, -2.576], [1.845, 1.510, -3.296], [1.034, 1.041, -2.143], [0.573, -0.070, -2.244], [0.876, 1.757, -1.195], [1.137, 1.718, -4.114], [2.542, 0.739, -3.617], [2.406, 2.381, -3.009], [4.878, -2.116, -5.187], [4.011, -0.865, -5.155], [4.538, 0.237, -4.937], [2.829, -1.021, -5.252], [5.666, -1.907, -5.908], [4.291, -2.922, -5.507], [5.288, -2.272, -4.225], [3.559, 2.594, 1.218], [4.519, 1.448, 1.567], [4.175, 0.560, 2.353], [5.627, 1.543, 1.081], [2.823, 2.761, 1.991], [3.150, 2.216, 0.290], [4.161, 3.455, 1.011], [5.446, -1.457, -0.386], [4.572, -0.567, -1.240], [5.028, -0.185, -2.295], [3.502, -0.285, -0.758], [4.782, -2.208, 0.008], [5.884, -0.823, 0.362], [6.153, -1.857, -1.081], [1.319, -3.424, -2.844], [2.506, -4.330, -2.550], [3.570, -3.803, -2.359], [2.264, -5.493, -2.548], [0.420, -3.966, -2.984], [1.485, -2.803, -3.741], [1.204, -2.770, -2.019], [-1.819, 3.729, -3.439], [-2.535, 3.319, -2.201], [-3.517, 3.956, -1.964], [-2.141, 2.366, -1.573], [-0.888, 4.291, -3.164], [-2.410, 4.434, -4.017], [-1.538, 2.908, -4.038], [-1.848, -1.906, 5.551], [-0.588, -2.280, 4.837], [-0.809, -3.392, 3.927], [-1.567, -3.189, 2.877], [-2.062, -2.103, 2.575], [-1.646, -4.256, 2.088], [-2.474, -4.119, 0.842], [-1.665, -1.165, 6.327], [-2.357, -2.707, 6.069], [-2.572, -1.349, 4.903], [0.221, -2.545, 5.506], [-0.209, -1.413, 4.238], [-3.507, -4.147, 1.196], [-2.222, -5.026, 0.295], [-2.209, -3.240, 0.265], [2.881, 6.682, -1.701], [2.300, 5.401, -2.286], [0.948, 5.139, -1.816], [0.932, 4.790, -0.499], [1.863, 4.715, 0.265], [-0.367, 4.464, -0.290], [-0.551, 3.854, 1.067], [2.111, 7.465, -1.746], [3.703, 6.960, -2.310], [3.238, 6.542, -0.724], [2.934, 4.512, -2.062], [2.222, 5.494, -3.379], [-1.447, 3.263, 0.976], [-0.643, 4.563, 1.956], [0.256, 3.134, 1.223], [-5.039, 0.537, 4.093], [-4.336, 1.876, 4.170], [-3.088, 1.746, 3.514], [-1.996, 1.605, 4.212], [-1.942, 1.556, 5.395], [-0.966, 1.515, 3.370], [0.292, 1.670, 4.150], [-4.495, -0.266, 4.637], [-5.276, 0.219, 3.086], [-6.007, 0.753, 4.624], [-4.177, 2.139, 5.213], [-4.846, 2.597, 3.577], [0.496, 0.726, 4.668], [0.104, 2.501, 4.811], [1.105, 1.882, 3.476], [3.687, -5.716, 2.635], [2.230, -5.540, 2.435], [1.761, -4.253, 2.864], [1.776, -3.341, 1.875], [2.204, -3.486, 0.750], [1.238, -2.219, 2.357], [0.895, -1.256, 1.303], [3.912, -5.578, 3.674], [4.259, -5.003, 2.035], [3.954, -6.738, 2.444], [1.658, -6.275, 2.990], [1.934, -5.650, 1.371], [0.479, -0.362, 1.790], [0.099, -1.666, 0.670], [1.687, -0.939, 0.652], [-7.007, 0.969, -2.041], [-6.483, -0.431, -1.967], [-5.004, -0.383, -1.955], [-4.571, -0.100, -0.747], [-5.324, 0.150, 0.170], [-3.252, -0.169, -0.696], [-2.642, 0.303, 0.524], [-6.494, 1.606, -2.761], [-6.966, 1.478, -1.054], [-8.078, 0.912, -2.286], [-6.739, -1.093, -2.794], [-6.830, -0.887, -1.052], [-1.573, 0.466, 0.339], [-2.738, -0.542, 1.228], [-3.189, 1.117, 0.999]]
}

3.
{
  "formula": "C27H62Br9N2O14P3",
  "method": "ωB97M-V/def2-TZVPD",
  "relative_energy_kj_mol": 0.0,
  "homo_lumo_gap_ev": 9.2105,
  "charge": 0,
  "spin_multiplicity": 1,
  "largest_force_ha_per_bohr": 0.0338,
  "homo_energy_ev": -9.1,
  "total_energy_ha": -26419.35768,
  "elements": ["C", "O", "N", "C", "C", "H", "H", "H", "H", "H", "H", "H", "C", "O", "N", "C", "C", "H", "H", "H", "H", "H", "H", "H", "C", "Br", "Br", "Br", "H", "C", "Br", "Br", "Br", "H", "C", "Br", "Br", "Br", "H", "C", "C", "O", "P", "O", "O", "C", "C", "O", "C", "C", "H", "H", "H", "H", "H", "H", "H", "H", "H", "H", "H", "H", "H", "H", "H", "C", "C", "O", "P", "O", "O", "C", "C", "O", "C", "C", "H", "H", "H", "H", "H", "H", "H", "H", "H", "H", "H", "H", "H", "H", "H", "C", "C", "O", "P", "O", "O", "C", "C", "O", "C", "C", "H", "H", "H", "H", "H", "H", "H", "H", "H", "H", "H", "H", "H", "H", "H"],
  "coordinates": [[-0.328, -1.182, 3.179], [-0.206, -2.380, 3.299], [-1.181, -0.434, 3.901], [-1.233, 1.010, 3.774], [-1.882, -0.989, 5.038], [0.168, -0.634, 2.367], [-0.966, 1.295, 2.759], [-0.492, 1.449, 4.454], [-2.187, 1.474, 4.010], [-1.484, -0.548, 5.957], [-2.934, -0.679, 4.990], [-1.937, -2.070, 5.073], [-3.870, -1.051, 1.191], [-4.377, -0.081, 0.647], [-4.543, -2.115, 1.643], [-3.824, -3.204, 2.284], [-5.974, -2.219, 1.483], [-2.787, -1.049, 1.358], [-2.896, -2.809, 2.693], [-3.680, -4.004, 1.550], [-4.346, -3.688, 3.113], [-6.454, -1.272, 1.269], [-6.297, -2.956, 0.741], [-6.345, -2.646, 2.421], [-6.501, 0.977, -1.820], [-5.449, 1.887, -3.178], [-7.316, -0.628, -2.487], [-7.838, 2.127, -0.978], [-5.798, 0.694, -1.049], [-1.242, 5.933, 2.360], [0.096, 5.939, 0.949], [-1.412, 7.704, 3.159], [-0.782, 4.698, 3.778], [-2.186, 5.698, 1.892], [-3.231, 3.098, -0.079], [-3.860, 4.815, -0.728], [-3.418, 3.150, 1.860], [-1.433, 2.664, -0.679], [-3.834, 2.271, -0.426], [0.906, 2.088, -3.521], [1.923, 0.989, -3.753], [2.004, 0.657, -5.144], [1.116, -0.511, -5.772], [-0.296, -0.156, -5.888], [1.453, -1.735, -4.811], [2.811, -2.202, -4.637], [2.674, -3.664, -4.258], [1.885, -0.748, -7.128], [1.197, -1.355, -8.249], [0.788, -2.782, -7.918], [1.200, 3.045, -3.960], [-0.056, 1.878, -3.990], [0.749, 2.288, -2.461], [2.916, 1.365, -3.496], [1.734, 0.126, -3.108], [3.362, -2.061, -5.568], [3.301, -1.631, -3.845], [3.609, -4.126, -3.938], [1.989, -3.758, -3.413], [2.243, -4.211, -5.096], [0.327, -0.751, -8.512], [1.916, -1.312, -9.063], [1.634, -3.277, -7.442], [-0.114, -2.805, -7.308], [0.556, -3.336, -8.830], [-2.341, -0.291, -3.059], [-1.270, -1.356, -3.006], [-1.399, -2.169, -1.820], [-0.642, -1.740, -0.506], [-0.967, -0.418, 0.040], [0.905, -1.828, -0.872], [1.883, -1.389, 0.052], [3.269, -1.503, -0.572], [-1.040, -2.913, 0.466], [-0.962, -4.314, 0.087], [0.444, -4.809, 0.372], [-2.251, 0.279, -3.984], [-3.319, -0.777, -3.124], [-2.356, 0.343, -2.176], [-1.432, -2.020, -3.855], [-0.262, -0.962, -3.112], [1.802, -0.349, 0.378], [1.873, -2.002, 0.958], [3.271, -1.096, -1.585], [3.992, -0.896, -0.023], [3.634, -2.529, -0.563], [-1.696, -4.785, 0.743], [-1.302, -4.493, -0.933], [0.472, -5.891, 0.231], [1.117, -4.362, -0.367], [0.873, -4.501, 1.322], [2.027, 2.731, 0.374], [1.406, 2.305, 1.675], [2.417, 1.662, 2.490], [3.067, 2.455, 3.690], [3.577, 3.789, 3.366], [1.926, 2.467, 4.806], [2.303, 3.171, 6.013], [1.090, 3.737, 6.714], [4.128, 1.437, 4.269], [5.551, 1.649, 4.160], [6.044, 1.097, 2.829], [2.638, 1.894, 0.028], [1.249, 3.008, -0.337], [2.693, 3.592, 0.435], [0.943, 3.116, 2.240], [0.598, 1.587, 1.535], [2.920, 2.516, 6.630], [2.920, 4.034, 5.747], [1.367, 4.205, 7.658], [0.624, 4.465, 6.055], [0.358, 2.963, 6.962], [5.812, 2.706, 4.271], [5.957, 1.160, 5.047], [5.317, 1.355, 2.063], [7.072, 1.400, 2.622], [6.132, 0.009, 2.901]]
}

4.
{
  "formula": "C27H63N3O6",
  "method": "ωB97M-V/def2-TZVPD",
  "relative_energy_kj_mol": 119.9,
  "homo_lumo_gap_ev": 8.6973,
  "charge": 0,
  "spin_multiplicity": 1,
  "smiles": "CC1(C)CCCC(C)(C)N1O.CC1(C)CCCC(C)(C)N1O.CC1(C)CCCC(C)(C)N1O.O.O.O",
  "largest_force_ha_per_bohr": 0.0952,
  "homo_energy_ev": -8.3,
  "total_energy_ha": -1682.04421,
  "elements": ["C", "C", "C", "C", "C", "C", "C", "C", "C", "N", "O", "H", "H", "H", "H", "H", "H", "H", "H", "H", "H", "H", "H", "H", "H", "H", "H", "H", "H", "H", "C", "C", "C", "C", "C", "C", "C", "C", "C", "N", "O", "H", "H", "H", "H", "H", "H", "H", "H", "H", "H", "H", "H", "H", "H", "H", "H", "H", "H", "H", "C", "C", "C", "C", "C", "C", "C", "C", "C", "N", "O", "H", "H", "H", "H", "H", "H", "H", "H", "H", "H", "H", "H", "H", "H", "H", "H", "H", "H", "H", "O", "H", "H", "O", "H", "H", "O", "H", "H"],
  "coordinates": [[1.278, 3.026, -2.596], [2.395, 2.752, -1.591], [3.124, 4.096, -1.500], [1.635, 2.476, -0.258], [2.514, 2.019, 0.849], [2.983, 0.680, 0.321], [3.879, 0.725, -0.952], [5.273, 1.343, -0.568], [4.126, -0.760, -1.394], [3.235, 1.570, -1.996], [3.918, 1.700, -3.147], [1.643, 3.130, -3.617], [0.554, 2.210, -2.592], [0.819, 3.980, -2.338], [3.982, 3.990, -0.836], [3.532, 4.414, -2.460], [2.453, 4.906, -1.216], [1.337, 3.439, 0.155], [0.847, 1.742, -0.428], [3.266, 2.778, 1.068], [1.919, 1.845, 1.745], [2.112, 0.024, 0.323], [3.500, 0.350, 1.222], [5.204, 2.200, 0.102], [5.941, 1.586, -1.395], [5.796, 0.745, 0.177], [4.376, -1.505, -0.639], [4.847, -0.827, -2.208], [3.253, -1.226, -1.850], [3.316, 1.223, -3.722], [-3.422, -0.596, -0.065], [-3.442, 0.939, 0.206], [-4.578, 1.328, 1.209], [-2.030, 1.203, 0.864], [-1.671, 2.651, 1.005], [-1.789, 3.373, -0.354], [-3.177, 3.143, -1.184], [-4.227, 4.089, -0.573], [-2.900, 3.576, -2.665], [-3.490, 1.641, -1.098], [-4.739, 1.355, -1.752], [-4.269, -0.932, -0.664], [-2.527, -0.901, -0.607], [-3.444, -1.057, 0.922], [-4.428, 2.296, 1.686], [-5.571, 1.205, 0.777], [-4.486, 0.597, 2.012], [-1.987, 0.743, 1.851], [-1.264, 0.751, 0.234], [-2.394, 3.058, 1.711], [-0.619, 2.642, 1.292], [-1.008, 3.056, -1.046], [-1.612, 4.419, -0.104], [-4.325, 3.995, 0.509], [-5.192, 3.996, -1.070], [-4.036, 5.157, -0.680], [-2.048, 3.014, -3.050], [-2.736, 4.624, -2.913], [-3.629, 3.318, -3.433], [-5.357, 1.764, -1.141], [-1.965, -3.613, 2.130], [-0.640, -3.474, 2.940], [-0.924, -2.489, 4.166], [-0.237, -4.856, 3.482], [0.533, -5.800, 2.603], [1.741, -5.043, 1.985], [1.292, -3.751, 1.280], [2.599, -3.122, 0.936], [0.541, -4.098, -0.060], [0.466, -2.930, 2.159], [0.153, -1.732, 1.618], [-1.941, -4.314, 1.296], [-2.847, -3.794, 2.745], [-2.180, -2.608, 1.769], [-0.150, -2.399, 4.928], [-1.311, -1.512, 3.879], [-1.742, -2.874, 4.774], [0.373, -4.746, 4.379], [-1.075, -5.409, 3.906], [0.895, -6.663, 3.162], [-0.111, -6.136, 1.791], [2.345, -5.799, 1.484], [2.360, -4.789, 2.845], [3.144, -2.768, 1.812], [2.527, -2.215, 0.336], [3.191, -3.855, 0.387], [1.330, -4.623, -0.598], [0.445, -3.152, -0.593], [-0.366, -4.700, -0.013], [0.496, -1.222, 2.356], [0.196, -0.407, -1.486], [0.984, 0.136, -1.508], [0.307, -0.961, -0.714], [-2.066, 0.310, -3.101], [-2.851, 0.579, -2.624], [-1.390, 0.235, -2.428], [0.099, -1.578, -4.314], [-0.670, -2.149, -4.316], [-0.212, -0.759, -3.928]]
}